{"formula": "C54H63F24NO16", "method": "wB97M-V/def2-TZVPD", "homo_energy_ev": [-0.06, -4.85], "multiplicity": 2, "total_charge": -1, "s_squared": 0.753, "gap_ev": [1.748, 6.538], "de_lowest_kj_mol": 0.0, "species": ["N", "C", "C", "C", "C", "H", "H", "H", "H", "H", "C", "C", "C", "C", "C", "C", "H", "H", "H", "H", "H", "H", "C", "C", "C", "C", "C", "C", "H", "H", "H", "H", "H", "H", "C", "C", "C", "C", "C", "C", "H", "H", "H", "H", "H", "H", "C", "C", "O", "C", "O", "C", "F", "F", "F", "H", "H", "H", "H", "H", "C", "C", "O", "C", "O", "C", "F", "F", "F", "H", "H", "H", "H", "H", "C", "C", "O", "C", "O", "C", "F", "F", "F", "H", "H", "H", "H", "H", "C", "C", "O", "C", "O", "C", "F", "F", "F", "H", "H", "H", "H", "H", "C", "C", "O", "C", "O", "C", "F", "F", "F", "H", "H", "H", "H", "H", "C", "C", "O", "C", "O", "C", "F", "F", "F", "H", "H", "H", "H", "H", "C", "C", "O", "C", "O", "C", "F", "F", "F", "H", "H", "H", "H", "H", "C", "C", "O", "C", "O", "C", "F", "F", "F", "H", "H", "H", "H", "H"], "positions_angstrom": [[0.35109, 8.19717, -4.34053], [-0.49255, 7.10224, -4.22950], [0.09733, 6.06365, -4.80447], [1.40743, 6.38834, -5.07990], [1.52752, 7.75862, -4.93738], [0.06685, 9.13992, -4.11574], [-1.36859, 7.23458, -3.61189], [-0.24150, 5.03830, -4.82009], [2.20568, 5.69238, -5.29161], [2.34361, 8.45833, -5.04130], [3.93852, 5.14923, -2.89757], [3.67945, 3.85908, -2.46914], [4.76237, 2.99550, -2.14681], [6.03507, 3.37783, -2.26792], [6.40037, 4.57781, -2.87239], [5.31824, 5.49340, -3.05378], [3.14178, 5.82204, -3.17851], [2.65962, 3.51815, -2.36859], [4.56942, 2.00557, -1.76053], [6.84485, 2.75747, -1.91323], [7.42715, 4.90729, -2.93216], [5.58133, 6.51485, -3.28577], [7.34491, 1.25748, 1.46063], [5.96651, 1.08106, 1.21065], [5.51823, -0.16703, 0.76601], [6.37848, -1.21449, 0.55600], [7.74306, -1.06034, 0.80335], [8.24358, 0.20631, 1.19047], [7.74462, 2.20087, 1.80215], [5.34133, 1.92920, 1.44772], [4.47872, -0.34310, 0.53190], [5.90562, -2.16936, 0.37984], [8.45867, -1.86477, 0.71846], [9.29978, 0.30685, 1.39226], [-1.34350, 0.97657, 5.02831], [-1.50025, 0.25642, 6.19946], [-0.44851, -0.05920, 7.02123], [0.77695, 0.52223, 6.65162], [0.94651, 1.32200, 5.49674], [-0.12249, 1.54432, 4.64060], [-2.13042, 1.29255, 4.35949], [-2.49913, -0.07093, 6.44742], [-0.57691, -0.67006, 7.90257], [1.68253, 0.15318, 7.11002], [1.91313, 1.70936, 5.21040], [0.05398, 2.01097, 3.68274], [-2.42192, -7.81250, -3.12935], [-3.11461, -6.42288, -2.91297], [-2.19351, -5.45150, -2.47058], [-2.14980, -4.99231, -1.19204], [-2.99536, -5.29287, -0.31265], [-0.97176, -3.97477, -0.93683], [-0.73664, -3.14095, -1.99324], [-1.25253, -3.26157, 0.14151], [0.12571, -4.64752, -0.73948], [-2.22668, -8.20025, -2.12954], [-1.51716, -7.56548, -3.68477], [-3.04087, -8.50695, -3.69745], [-3.96042, -6.55691, -2.23863], [-3.58184, -5.97997, -3.79253], [0.40764, 4.60342, 0.58687], [-0.20745, 4.68521, -0.77721], [-1.61506, 4.53187, -0.65358], [-2.34692, 5.55046, -0.04151], [-1.99819, 6.74707, 0.19286], [-3.82431, 5.10246, 0.07982], [-3.97211, 3.89177, -0.32063], [-4.16475, 5.15705, 1.37209], [-4.59174, 5.97365, -0.56001], [1.45771, 4.44807, 0.33922], [-0.07547, 3.74200, 1.04802], [0.29758, 5.42345, 1.29647], [0.14958, 3.90484, -1.44925], [0.10842, 5.63817, -1.20170], [-3.40961, -0.80240, 2.42437], [-4.73131, -1.08176, 3.17993], [-5.82302, -0.30912, 2.75468], [-6.92560, -0.85891, 2.21408], [-7.20870, -2.06805, 2.09984], [-8.04861, 0.16612, 1.79267], [-7.66917, 1.44144, 1.86702], [-8.43982, -0.05206, 0.53611], [-9.12179, 0.04714, 2.57033], [-2.59108, -1.31119, 2.93352], [-3.16335, 0.24951, 2.56910], [-3.45396, -0.97019, 1.34827], [-4.69759, -0.88450, 4.25140], [-4.96901, -2.14147, 3.08707], [2.86899, -4.51165, 7.40785], [2.19327, -3.13950, 7.29679], [1.44759, -3.03533, 6.12818], [0.09571, -3.35147, 6.09946], [-0.49177, -3.75223, 7.12064], [-0.57191, -3.13077, 4.71061], [0.08420, -2.18556, 4.00097], [-0.48796, -4.20988, 3.90761], [-1.84358, -2.82172, 4.80587], [3.50769, -4.79967, 6.57286], [2.13150, -5.30301, 7.54182], [3.51918, -4.51969, 8.28265], [2.91891, -2.32616, 7.30185], [1.58127, -3.02184, 8.19106], [0.02001, -1.71760, -5.74063], [-1.19416, -1.29831, -6.51058], [-1.71571, -2.46808, -7.15786], [-2.33907, -3.41947, -6.42663], [-2.61415, -3.30835, -5.24650], [-2.87047, -4.59409, -7.29226], [-3.80999, -4.17104, -8.20158], [-1.90207, -5.04708, -8.02775], [-3.25958, -5.55516, -6.50538], [0.67939, -2.38494, -6.29559], [-0.15019, -2.33891, -4.86137], [0.65161, -0.88225, -5.43837], [-0.93400, -0.55523, -7.26440], [-1.99812, -0.84674, -5.92935], [-5.14559, -1.61020, -1.03190], [-4.87910, -2.22667, -2.37805], [-5.53712, -1.54285, -3.48228], [-4.88693, -0.50307, -4.10002], [-3.94409, 0.15290, -3.62598], [-5.50704, -0.23232, -5.45993], [-4.49777, -0.38986, -6.30997], [-6.49371, -1.08277, -5.74971], [-5.96061, 0.98461, -5.53799], [-4.70616, -2.17914, -0.21256], [-6.22397, -1.58394, -0.87539], [-4.93360, -0.54105, -1.02384], [-5.30552, -3.22395, -2.26986], [-3.81553, -2.34019, -2.58790], [6.18179, 0.17880, 4.92793], [4.69831, 0.06020, 5.33639], [3.95341, -0.68075, 4.36143], [4.22814, -1.98120, 4.05714], [5.01578, -2.65967, 4.76628], [3.35475, -2.52433, 2.91345], [4.13701, -3.19088, 2.06555], [2.44954, -3.35396, 3.34041], [2.71149, -1.57250, 2.26300], [6.27130, 0.74052, 3.99812], [6.67536, -0.77190, 4.72628], [6.74055, 0.72663, 5.68673], [4.24437, 1.04592, 5.43840], [4.46173, -0.41880, 6.28649], [-0.10697, 1.52550, -3.82593], [-0.86667, 0.72108, -2.74568], [-0.04654, 0.39359, -1.58728], [-0.59019, 0.30913, -0.39422], [-1.80283, 0.53928, -0.20174], [0.42060, -0.06131, 0.68542], [0.13095, -1.23914, 1.22023], [1.63416, -0.13678, 0.21741], [0.44167, 0.81320, 1.69441], [0.73914, 0.91688, -4.14496], [0.20179, 2.51499, -3.48876], [-0.74564, 1.70000, -4.69181], [-1.26315, -0.17768, -3.21805], [-1.71456, 1.37868, -2.55399]]}

{"formula": "C2H3NO2", "method": "wB97M-V/def2-TZVPD", "homo_energy_ev": -9.87, "multiplicity": 1, "total_charge": 0, "gap_ev": 10.562, "de_lowest_kj_mol": 589.7, "species": ["C", "C", "N", "O", "O", "H", "H", "H"], "positions_angstrom": [[0.19731, -0.54003, 0.49195], [1.06671, -0.26917, -0.62897], [0.34949, 0.84084, 0.93637], [1.44204, -1.10883, 0.44271], [1.17781, 1.08980, -0.23347], [-1.12871, -1.19750, 0.75514], [1.22485, -0.55590, -1.64898], [-0.50598, 1.38605, 0.82930]]}

{"formula": "C49H50AsCoN3P3", "method": "wB97M-V/def2-TZVPD", "homo_energy_ev": [-7.94, -7.90], "multiplicity": 4, "total_charge": 1, "s_squared": 4.215, "gap_ev": [5.145, 5.058], "species": ["Co", "C", "C", "N", "C", "C", "C", "C", "C", "C", "C", "C", "C", "N", "C", "H", "H", "H", "H", "H", "H", "H", "H", "C", "P", "C", "C", "C", "C", "C", "C", "C", "P", "C", "C", "H", "H", "H", "H", "H", "H", "H", "H", "H", "H", "H", "H", "H", "H", "H", "H", "N", "C", "H", "C", "C", "As", "C", "C", "C", "C", "C", "C", "C", "C", "C", "C", "C", "C", "P", "C", "C", "C", "C", "C", "C", "C", "C", "C", "C", "C", "C", "H", "H", "H", "H", "H", "H", "H", "H", "H", "H", "H", "H", "H", "H", "H", "H", "H", "H", "H", "H", "H", "H", "H", "H", "H"], "positions_angstrom": [[0.00000, 0.00000, 0.00000], [2.28664, 2.24929, -2.79170], [1.37616, 1.33210, -2.30395], [1.13844, 1.13371, -0.99027], [1.82582, 1.86950, -0.09776], [2.77872, 2.83305, -0.50162], [2.99873, 3.01139, -1.87410], [3.47677, 3.58207, 0.45435], [3.23216, 3.37786, 1.80789], [2.28869, 2.42393, 2.21038], [2.01583, 2.19086, 3.56504], [1.07300, 1.23610, 3.92462], [0.43320, 0.54495, 2.91421], [0.67040, 0.74285, 1.60032], [1.58278, 1.66659, 1.24720], [2.43747, 2.36721, -3.85852], [0.79144, 0.70917, -2.97488], [3.72106, 3.73989, -2.23292], [4.21101, 4.32480, 0.15105], [3.77876, 3.96394, 2.54320], [2.53300, 2.74810, 4.34177], [0.84306, 1.03613, 4.96473], [-0.31287, -0.21275, 3.13625], [2.44068, 0.37764, 2.92644], [1.80893, -0.17622, 1.30406], [3.39838, -0.29509, 0.38768], [1.39985, -1.96185, 1.48510], [1.71279, -2.64615, 2.67645], [1.40945, -3.99849, 2.84656], [0.78115, -4.69902, 1.82963], [0.45492, -4.04716, 0.64144], [0.75283, -2.68277, 0.44283], [0.28113, -1.88250, -1.14512], [0.91130, -3.05372, -2.40240], [-1.51510, -2.22948, -1.23559], [3.31639, -0.18991, 3.25515], [1.66717, 0.30358, 3.69663], [2.74209, 1.42836, 2.86583], [4.10964, -0.95269, 0.89669], [3.85556, 0.69518, 0.30008], [3.24523, -0.67904, -0.62464], [2.19998, -2.14439, 3.50594], [1.66317, -4.49820, 3.77782], [0.53876, -5.75047, 1.95822], [-0.04574, -4.62755, -0.12883], [0.49455, -4.05922, -2.30037], [2.00147, -3.12848, -2.34425], [0.65721, -2.69432, -3.40449], [-1.74495, -3.29712, -1.18239], [-1.92117, -1.85024, -2.17848], [-2.04352, -1.72608, -0.42035], [-1.18615, 2.68879, 1.01441], [-0.73972, 1.67692, 0.63260], [-1.57178, 3.56301, 1.34422], [-3.42451, 1.74988, -0.34298], [-4.09950, 2.62013, -1.40915], [-5.74258, 3.46153, -0.69260], [-6.56995, 4.00455, -2.38776], [-7.95949, 4.18509, -2.43199], [-8.58530, 4.56461, -3.62350], [-7.82570, 4.76982, -4.77834], [-6.43984, 4.59761, -4.74147], [-5.81160, 4.21743, -3.55172], [-6.72775, 1.77445, -0.53120], [-6.87941, 0.89865, -1.61985], [-7.57191, -0.30499, -1.46208], [-8.11952, -0.63955, -0.22062], [-7.97535, 0.23028, 0.86387], [-7.28114, 1.43438, 0.70875], [-1.91508, 0.78410, -0.94628], [-0.96309, 2.15911, -1.75993], [-0.37217, 2.00633, -3.02557], [0.36883, 3.05026, -3.59061], [0.54563, 4.24569, -2.88956], [-0.01149, 4.39622, -1.61885], [-0.75623, 3.35800, -1.05470], [-2.81934, -0.14901, -2.28070], [-3.06138, 0.33976, -3.57835], [-3.77751, -0.43131, -4.50080], [-4.25793, -1.69234, -4.14044], [-4.02525, -2.18490, -2.85591], [-3.31163, -1.41774, -1.93231], [-4.14975, 1.00340, 0.04148], [-3.12690, 2.39514, 0.50863], [-4.40400, 2.01260, -2.27078], [-3.40919, 3.41447, -1.75469], [-8.55629, 4.02643, -1.54304], [-9.65866, 4.69901, -3.65191], [-8.31004, 5.06324, -5.70062], [-5.85128, 4.75890, -5.63571], [-4.73928, 4.09480, -3.55089], [-6.46437, 1.14011, -2.58833], [-7.68337, -0.97799, -2.30245], [-8.65497, -1.57237, -0.09954], [-8.39918, -0.02972, 1.82534], [-7.16943, 2.09990, 1.55481], [-0.47258, 1.08240, -3.57678], [0.81423, 2.92961, -4.56952], [1.12373, 5.05045, -3.32478], [0.13776, 5.31568, -1.06711], [-1.16664, 3.49210, -0.06352], [-2.72608, 1.31842, -3.88208], [-3.96632, -0.04667, -5.49448], [-4.81462, -2.28547, -4.85420], [-4.40124, -3.16008, -2.57293], [-3.14529, -1.81197, -0.93719], [-0.59318, -0.65429, -1.32742]]}